Entry 1:
Formula: C2HIrO3
Source: the Open Molecules 2025 dataset
Level of theory: ωB97M-V/def2-TZVPD

Geometry as ORCA input:
```
! RIJCOSX wB97M-V def2-TZVPD def2/J DEFGRID3
* xyz 2 5
C 0.82 0.20 -0.03
O -0.99 -1.11 -0.56
O -0.79 0.08 0.28
H 1.08 2.03 0.37
O 1.45 1.34 -0.20
C 0.89 -1.06 -0.32
Ir -2.47 -1.46 0.45
*
```

Output
energy	-11035.43972	eV
expectation value of S²	6.02

Entry 2:
Formula: C2HMnO3
Source: the Open Molecules 2025 dataset
Level of theory: ωB97M-V/def2-TZVPD

Geometry as ORCA input:
```
! RIJCOSX wB97M-V def2-TZVPD def2/J DEFGRID3
* xyz 1 6
Mn 4.63 -1.40 0.89
O 2.60 -1.85 1.03
C 1.56 -1.13 1.32
O 3.21 -1.45 -0.27
O -0.19 0.44 1.13
H -0.63 0.42 0.27
C 0.42 -0.73 1.40
*
```

Output
energy	-39537.00892	eV
expectation value of S²	8.76

Entry 3:
Formula: C2HN2S3
Source: the Open Molecules 2025 dataset
Level of theory: ωB97M-V/def2-TZVPD

Geometry as ORCA input:
```
! RIJCOSX wB97M-V def2-TZVPD def2/J DEFGRID3
* xyz -1 1
H 0.73 -1.05 -0.47
C -1.02 -0.65 0.88
S -3.82 0.74 0.68
N -1.09 -1.63 -1.11
S -2.75 -1.04 0.52
N -2.38 -1.33 -0.91
C -0.33 -0.97 -0.25
S -0.31 -0.60 2.36
*
```

Output
energy	-37574.48296	eV

Entry 4:
Formula: C2HN2S3
Source: the Open Molecules 2025 dataset
Level of theory: ωB97M-V/def2-TZVPD

Geometry as ORCA input:
```
! RIJCOSX wB97M-V def2-TZVPD def2/J DEFGRID3
* xyz -1 1
H -0.86 -2.37 0.43
N 0.45 -0.95 0.57
S -0.44 1.96 0.56
C -0.70 -1.39 0.25
S 1.73 1.69 -1.66
C 0.85 1.25 -0.34
N 0.85 0.22 0.59
S -1.88 -0.42 -0.41
*
```

Output
energy	-37574.40631	eV

Entry 5:
Formula: C2HN3
Source: the Open Molecules 2025 dataset
Level of theory: ωB97M-V/def2-TZVPD

Geometry as ORCA input:
```
! RIJCOSX wB97M-V def2-TZVPD def2/J DEFGRID3
* xyz 0 3
H -0.30 -1.36 -1.91
N 0.30 0.85 -0.67
C 0.55 1.04 0.61
N 0.21 0.29 1.63
N -0.41 -0.24 -0.48
C -0.35 -0.58 0.82
*
```

Output
energy	-6550.11343	eV
expectation value of S²	2.10

Entry 6:
Formula: C2HN3O2
Source: the Open Molecules 2025 dataset
Level of theory: ωB97M-V/def2-TZVPD

Geometry as ORCA input:
```
! RIJCOSX wB97M-V def2-TZVPD def2/J DEFGRID3
* xyz 0 1
C 1.05 -0.40 0.23
O -2.21 -0.10 0.88
N 0.02 0.96 -1.44
O -1.02 0.61 -0.88
C -1.09 -0.14 0.42
N 0.00 -0.75 0.84
H 2.07 -0.80 0.75
N 1.18 0.61 -0.80
*
```

Output
energy	-10651.34290	eV

Entry 7:
Formula: C2HN3O3
Source: the Open Molecules 2025 dataset
Level of theory: ωB97M-V/def2-TZVPD

Geometry as ORCA input:
```
! RIJCOSX wB97M-V def2-TZVPD def2/J DEFGRID3
* xyz 0 1
C 0.16 -0.22 1.57
N 0.71 -1.44 0.94
C -0.45 0.62 -1.56
N 0.16 0.19 -0.44
H -1.10 1.31 -1.34
O -0.43 0.63 0.76
N 0.82 -0.98 -0.27
O 0.08 0.03 -2.47
O 0.06 -0.13 2.81
*
```

Output
energy	-12697.79468	eV

Entry 8:
Formula: C2HN3O3
Source: the Open Molecules 2025 dataset
Level of theory: ωB97M-V/def2-TZVPD

Geometry as ORCA input:
```
! RIJCOSX wB97M-V def2-TZVPD def2/J DEFGRID3
* xyz 0 1
O -1.19 -0.52 -1.87
N 1.61 -0.37 1.19
N -1.24 0.29 -0.91
O 0.12 1.11 0.83
O -2.01 1.23 -0.73
H 0.88 -1.81 -0.21
N 1.20 0.76 1.55
C -0.15 0.13 -0.02
C 0.78 -0.82 0.17
*
```

Output
energy	-12697.31724	eV

Entry 9:
Formula: C2HNO2S
Source: the Open Molecules 2025 dataset
Level of theory: ωB97M-V/def2-TZVPD

Geometry as ORCA input:
```
! RIJCOSX wB97M-V def2-TZVPD def2/J DEFGRID3
* xyz -2 1
O -2.59 -1.22 -0.19
C 1.88 0.13 0.28
H 1.75 -0.66 -0.49
O -2.06 1.04 0.48
N -0.69 0.39 0.06
S 3.48 0.60 -0.18
C -1.78 -0.29 0.04
*
```

Output
energy	-18503.83644	eV

Entry 10:
Formula: C2HNO3S
Source: the Open Molecules 2025 dataset
Level of theory: ωB97M-V/def2-TZVPD

Geometry as ORCA input:
```
! RIJCOSX wB97M-V def2-TZVPD def2/J DEFGRID3
* xyz 0 1
N -0.33 -0.17 0.79
S -0.88 -0.14 2.52
O 1.10 0.12 -2.35
O 0.31 2.05 1.34
C 0.66 -0.83 -1.96
O 0.18 -1.84 -1.60
H -0.84 -0.20 -0.10
C -0.19 1.00 1.35
*
```

Output
energy	-20556.63456	eV

| no. | largest force on an atom (eV/Å) | M (Da) |
| --- | --- | --- |
| 1 | 8.28 | 265.2 |
| 2 | 3.56 | 128.0 |
| 3 | 7.43 | 149.2 |
| 4 | 3.66 | 149.2 |
| 5 | 5.20 | 67.1 |
| 6 | 6.73 | 99.0 |
| 7 | 9.44 | 115.0 |
| 8 | 2.59 | 115.0 |
| 9 | 2.35 | 103.1 |
| 10 | 4.53 | 119.1 |